Here is 13 unconnected molecules or ions with the total composition C23H18Cl48O4 in a non-equilibrium geometry from OMol25. Energies are from ωB97M-V/def2-TZVPD.

```
93
Properties=species:S:1:pos:R:3:forces:R:3
C -3.2313 -0.8984 8.2010 0.310 -0.050 -0.223
C -3.1204 -1.4769 7.0083 -0.373 0.095 0.148
C -1.8462 -2.1143 6.5995 1.075 0.258 0.730
O -0.8515 -2.0619 7.2845 -0.567 -0.061 -0.456
O -1.8526 -2.7985 5.4146 -0.393 0.228 -0.123
C -1.4764 -1.9101 4.3475 0.539 0.381 -0.029
C -0.0130 -2.1029 3.9431 -0.413 0.116 -0.129
C 0.2299 -1.8366 2.4645 0.072 0.242 0.198
C -0.2144 -0.4090 2.0217 0.804 -1.468 0.251
C 0.9994 0.3524 1.5066 -0.742 0.553 -0.800
C 0.8299 1.8831 1.3490 0.306 -0.247 0.445
C -0.3180 2.5072 2.0943 0.109 0.341 0.088
O -1.5503 2.3078 1.3739 -0.195 -0.307 0.824
C -2.5791 1.9511 2.1684 -1.562 -1.057 -1.134
O -3.4878 1.2464 1.7750 1.164 1.059 0.491
H -2.3457 -0.6799 8.7754 0.144 -0.391 0.300
H -4.1785 -0.6323 8.6356 -0.235 0.390 -0.216
H -3.9690 -1.5134 6.3449 -0.145 -0.470 -0.096
H -2.1352 -2.0140 3.4905 -0.286 -0.422 0.047
H -1.5925 -0.8903 4.7124 -0.241 0.214 -0.083
H 0.5930 -1.4058 4.5166 0.239 -0.129 0.276
H 0.2596 -3.1201 4.1998 0.205 -0.161 0.085
H -0.2391 -2.6151 1.8685 -0.170 -0.040 -0.136
H 1.3006 -1.9254 2.3045 0.219 -0.160 -0.174
H -0.6671 0.0407 2.8967 -0.247 0.396 -0.066
H -0.9422 -0.5692 1.2380 -0.430 0.576 -0.095
H 1.1983 -0.0422 0.5134 0.197 -0.187 -0.148
H 1.8920 0.1257 2.0756 -0.080 0.073 0.468
H 1.7222 2.3541 1.7503 0.198 0.154 0.051
H 0.7936 2.1952 0.3108 -0.176 -0.019 -0.253
H -0.4195 2.0868 3.0922 0.074 -0.102 0.156
H -0.1281 3.5655 2.2301 -0.212 0.206 -0.220
H -2.5966 2.3596 3.1876 0.431 0.080 0.069
C -3.8674 2.1342 -1.7892 0.012 -0.082 0.053
Cl -5.3460 1.4381 -1.1277 0.036 0.033 -0.040
Cl -3.9530 2.1408 -3.5605 -0.269 0.048 0.548
Cl -3.6812 3.7940 -1.2053 0.009 -0.011 0.001
Cl -2.4792 1.1712 -1.2985 0.019 -0.072 -0.192
C 0.9660 6.4708 1.2747 -0.097 -0.029 -0.044
Cl 2.3599 5.6683 0.5503 0.089 -0.091 0.140
Cl 0.7385 5.8838 2.9284 0.112 0.216 0.066
Cl 1.2323 8.2155 1.3003 0.005 -0.029 -0.009
Cl -0.4771 6.1029 0.3234 -0.010 -0.041 0.013
C 1.3154 6.3282 7.1525 0.010 0.067 0.011
Cl 2.8837 7.0000 6.7004 -0.010 -0.007 -0.007
Cl 0.9861 4.8975 6.1658 -0.013 -0.092 0.028
Cl 1.3339 5.8727 8.8572 -0.002 -0.002 -0.025
Cl 0.0544 7.5321 6.8733 0.004 -0.010 -0.009
C 1.9282 5.2863 -3.6601 -0.025 -0.026 0.022
Cl 1.7040 6.7147 -2.6470 -0.017 0.083 -0.157
Cl 3.6296 5.1474 -4.1147 -0.007 -0.004 0.010
Cl 1.4413 3.8475 -2.7543 -0.013 -0.016 0.008
Cl 0.9370 5.4285 -5.1142 0.002 -0.016 0.013
C 5.2693 0.9918 0.5931 0.049 -0.052 -0.053
Cl 5.8066 0.9490 -1.0893 -0.001 0.012 -0.001
Cl 4.1712 -0.3580 0.8873 0.268 -0.121 -0.059
Cl 6.6727 0.8887 1.6590 -0.133 0.103 0.062
Cl 4.3964 2.4948 0.8994 0.054 0.169 -0.011
C 7.5107 -3.1455 2.0968 0.047 -0.008 -0.022
Cl 5.8448 -3.1119 2.6793 -0.002 0.014 -0.014
Cl 7.6484 -2.2158 0.5995 -0.025 -0.157 -0.030
Cl 8.5716 -2.4378 3.3200 0.001 0.016 0.006
Cl 7.9917 -4.8181 1.7963 0.004 0.007 0.001
C -2.1754 1.6925 -7.7323 -0.065 0.008 -0.006
Cl -3.2155 0.7306 -8.7812 0.136 -0.032 -0.046
Cl -0.7191 0.7755 -7.3265 -0.279 0.450 0.214
Cl -1.7217 3.1886 -8.5537 -0.014 -0.017 0.029
Cl -3.0305 2.0664 -6.2299 0.224 0.041 -0.573
C 1.7646 -2.8131 -8.7271 -0.023 -0.024 0.076
Cl 0.8712 -1.3639 -8.2484 0.301 -0.459 -0.361
Cl 0.9550 -4.2303 -8.0503 0.016 -0.084 -0.268
Cl 1.8037 -2.9366 -10.4881 -0.024 0.015 0.019
Cl 3.4230 -2.7206 -8.1138 -0.017 -0.018 -0.010
C 0.9157 -2.8517 -3.6595 -0.012 0.045 -0.034
Cl 1.8141 -3.0094 -5.1706 0.057 0.069 0.350
Cl -0.1102 -4.2734 -3.4343 0.006 0.008 0.003
Cl 2.0447 -2.7207 -2.3047 0.003 0.013 0.009
Cl -0.0943 -1.4021 -3.7267 -0.005 0.007 0.009
C -7.2585 0.2811 -9.2733 0.010 0.011 0.009
Cl -9.0129 0.1890 -9.0914 0.019 -0.004 -0.006
Cl -6.8629 1.1948 -10.7331 0.005 -0.002 -0.004
Cl -6.5565 1.0869 -7.8703 -0.110 0.030 0.068
Cl -6.5915 -1.3505 -9.4046 0.011 -0.004 -0.005
C -1.4916 -7.8172 -8.9668 0.009 0.005 -0.003
Cl -1.1595 -9.4802 -8.4737 -0.003 0.012 0.002
Cl -1.6902 -6.8053 -7.5301 -0.001 0.006 0.009
Cl -0.1441 -7.2060 -9.9290 -0.001 -0.018 -0.021
Cl -2.9726 -7.7714 -9.9274 0.007 0.003 0.010
C 1.1125 -4.9431 8.7485 -0.006 0.066 -0.037
Cl -0.3685 -5.6704 9.3834 -0.008 -0.003 0.006
Cl 0.9502 -4.7064 7.0103 0.044 -0.077 -0.001
Cl 1.3869 -3.3876 9.5372 0.006 -0.021 -0.001
Cl 2.4802 -6.0166 9.0770 0.001 -0.016 0.008
```
Forces are in eV/Å.

Its multiplicity is 1. As for the total charge: 0. The calculation puts the total energy at -23277.15391 a.u. Its HOMO energy is -10.40 eV. As for the orbital gap: 10.307 eV.

=====

Here is a molecular structure, C25H17BrN5ORh in a non-equilibrium geometry from OMol25. Energies are from ωB97M-V/def2-TZVPD.

```
50
Properties=species:S:1:pos:R:3:forces:R:3
Rh 0.5144 -1.8434 -0.3866 -0.112 0.197 0.651
C -0.7078 -3.9177 3.1966 0.012 -0.078 -0.179
C -0.9324 -5.2018 2.7224 0.083 0.295 -0.107
C -0.7600 -5.4426 1.3701 0.103 0.299 -0.131
C -0.3577 -4.4072 0.5324 -0.128 -0.115 0.557
N -0.1246 -3.1529 1.0007 -0.241 -0.647 0.461
C -0.3113 -2.9371 2.3052 -0.081 -0.094 0.252
C -0.1623 -4.5705 -0.9075 0.016 -0.267 -0.575
C -0.3770 -5.7516 -1.6127 0.088 0.377 0.176
C -0.1657 -5.7683 -2.9815 0.043 0.223 0.103
C 0.2466 -4.6020 -3.6057 -0.020 -0.037 0.101
C 0.4419 -3.4592 -2.8483 -0.019 -0.223 -0.243
N 0.2440 -3.4473 -1.5300 -0.060 -0.337 -0.216
H -0.8347 -3.6722 4.2384 -0.009 0.024 0.080
H -1.2375 -5.9925 3.3874 -0.041 -0.104 0.078
H -0.9343 -6.4266 0.9673 -0.004 -0.063 -0.024
H -0.1460 -1.9344 2.6661 0.005 -0.054 -0.113
H -0.7040 -6.6418 -1.1042 -0.030 -0.098 0.062
H -0.3222 -6.6756 -3.5435 -0.013 -0.059 -0.069
H 0.4173 -4.5719 -4.6679 0.032 0.024 -0.143
H 0.7645 -2.5334 -3.3058 -0.025 -0.071 0.107
Br -4.4465 4.9321 2.1516 0.932 0.249 -0.504
C -2.7699 5.2133 1.3076 -0.566 -0.124 0.407
C -1.7711 5.9445 1.9580 0.125 0.066 0.165
C -0.5195 6.0364 1.4038 0.169 0.330 0.073
C -0.2271 5.3677 0.1900 -1.180 -0.726 -1.059
C -1.2977 4.7625 -0.5298 -0.059 -0.292 0.348
C -2.5377 4.6717 0.0397 -0.093 -0.227 -0.496
N 1.0255 5.2292 -0.2163 2.047 0.856 0.744
N 1.5531 4.5282 -1.1072 -1.206 -1.525 0.657
C 1.6919 3.2119 -1.1906 -0.754 1.829 0.118
C 2.0097 2.6560 -2.4513 0.443 -1.619 -1.306
C 1.8606 1.3140 -2.6974 0.369 1.631 -0.468
C 1.3850 0.4499 -1.6855 -0.669 -2.372 0.021
O 1.1084 -0.7981 -1.8665 0.891 2.609 -0.566
C 1.2175 0.9509 -0.3628 -0.112 0.603 1.150
N 0.8752 0.0239 0.5802 0.229 0.307 -0.584
C 0.8346 0.4435 1.8420 0.014 0.239 0.211
C 1.1019 1.7526 2.2210 0.038 0.129 -0.234
C 1.3863 2.7098 1.2610 0.006 -0.262 -0.042
C 1.4308 2.3208 -0.0736 -0.237 -0.942 0.663
H -1.9852 6.4169 2.9036 0.013 0.046 0.076
H 0.2546 6.6016 1.8982 0.188 -0.025 0.086
H -1.0986 4.3514 -1.5077 -0.064 -0.068 -0.129
H -3.3341 4.1669 -0.4833 -0.130 0.004 -0.040
H 2.3293 3.3239 -3.2363 0.012 0.046 -0.072
H 2.0736 0.8985 -3.6702 -0.031 0.028 -0.116
H 0.5991 -0.2698 2.6187 0.021 -0.056 -0.187
H 1.0865 2.0142 3.2651 -0.008 0.005 0.152
H 1.6123 3.7257 1.5454 0.013 0.067 0.102
```
Forces are in eV/Å.

Its multiplicity is 1. The value obtained for the energy above the lowest of the compared OMol25 structures with the same formula, charge and spin is 98.2 kJ/mol. As for the total charge: +2. The calculation puts the total energy at -3995.86991 a.u. Its HOMO energy (alpha / beta) is -12.98 / -13.00 eV. As for the orbital gap (alpha / beta): 4.483 / 4.498 eV.

=====

Here is a molecular structure, C5H10O in a non-equilibrium geometry from OMol25. Energies are from ωB97M-V/def2-TZVPD.

```
16
Properties=species:S:1:pos:R:3:forces:R:3
C 1.5393 -0.9174 -0.1892 0.125 -0.017 -0.057
C 0.4656 -0.2014 0.6156 0.116 -0.001 0.034
C 0.2562 1.2967 0.2713 0.183 0.216 0.002
C -0.9547 0.9308 -0.6158 0.087 0.155 -0.385
C -0.8910 -0.4914 -0.0700 0.120 0.435 0.089
O -1.2301 -1.5915 -0.6944 0.083 -0.027 -0.017
H 1.3911 -1.9991 -0.1205 0.070 0.152 -0.016
H 1.4822 -0.6477 -1.2502 0.037 -0.035 0.166
H 2.5348 -0.6621 0.1822 -0.071 -0.022 -0.046
H 0.5730 -0.4255 1.6844 -0.203 -0.067 -0.275
H -0.0091 1.9095 1.1382 0.004 -0.132 -0.142
H 1.0873 1.7766 -0.2498 -0.050 -0.045 0.089
H -1.8690 1.5270 -0.5283 0.149 -0.302 -0.031
H -0.7043 0.7945 -1.6675 0.084 0.349 -0.162
H -1.8261 -0.2610 0.9807 0.108 -0.595 0.061
H -1.8417 -1.0916 0.4698 -0.841 -0.062 0.690
```
Forces are in eV/Å.

Its multiplicity is 1. The value obtained for the energy above the lowest of the compared OMol25 structures with the same formula, charge and spin is 456.2 kJ/mol. As for the total charge: 0. The calculation puts the total energy at -271.57885 a.u. Its HOMO energy is -9.22 eV. As for the orbital gap: 9.887 eV.

=====

Here is a molecular structure, C24H25N2O2S2W from OMol25. Energies are from ωB97M-V/def2-TZVPD.

```
56
Properties=species:S:1:pos:R:3:forces:R:3
W 0.0988 0.3745 -0.3195 0.525 0.144 -0.224
C -1.7963 -0.0787 2.1929 0.211 0.102 -0.084
N -0.4765 0.5765 1.8375 -0.015 -0.072 0.322
C 0.6294 -0.1018 2.6273 -0.269 0.164 0.009
C 0.9279 -1.4561 2.0506 0.086 -0.133 -0.191
N 1.1850 -1.3994 0.5556 -0.016 0.105 0.191
C 0.6839 -2.6942 -0.0343 0.108 0.188 0.020
C 2.6494 -1.2666 0.3161 -0.209 -0.069 0.042
C 3.4891 -2.3619 0.3598 0.157 -0.031 0.007
C 4.8595 -2.1731 0.1951 -0.012 0.012 -0.001
C 5.3863 -0.9039 -0.0027 -0.020 -0.009 0.002
C 4.5434 0.1967 -0.0384 0.032 -0.113 0.016
C 3.1743 0.0014 0.1155 0.214 0.153 0.025
S 2.1092 1.3939 0.0137 -0.446 -0.133 -0.134
C -0.6020 1.9909 2.2358 -0.035 -0.159 -0.004
C -0.4918 2.4038 3.5353 -0.029 0.220 0.127
C -0.7460 3.7521 3.8459 0.022 -0.095 -0.001
C -1.1324 4.6651 2.8704 -0.012 -0.019 0.003
C -1.2582 4.2534 1.5572 0.054 -0.055 0.108
C -0.9678 2.9145 1.2416 -0.070 0.182 0.084
S -0.9793 2.4143 -0.3875 0.328 -0.224 -0.106
H -1.9230 -0.0128 3.2713 -0.094 -0.016 0.017
H -1.7902 -1.1148 1.8727 -0.034 -0.035 0.016
H -2.5990 0.4535 1.6909 -0.046 0.001 -0.009
H 0.2984 -0.2329 3.6574 0.037 -0.003 0.044
H 1.4957 0.5548 2.6237 0.041 0.023 -0.050
H 0.1070 -2.1518 2.2112 -0.065 0.039 0.021
H 1.8109 -1.8686 2.5367 -0.015 -0.072 0.029
H 1.1368 -3.5238 0.5021 -0.047 -0.055 -0.056
H 0.9573 -2.7404 -1.0855 0.001 -0.025 -0.035
H -0.3904 -2.7431 0.0915 -0.066 -0.040 -0.005
H 3.1177 -3.3628 0.5294 0.054 0.019 -0.005
H 5.5153 -3.0327 0.2307 0.001 0.012 -0.008
H 6.4519 -0.7696 -0.1309 -0.011 -0.008 0.011
H 4.9388 1.1920 -0.1959 -0.013 -0.004 0.001
H -0.2308 1.7196 4.3309 -0.003 0.048 0.033
H -0.6539 4.0744 4.8756 0.001 0.000 -0.020
H -1.3326 5.6944 3.1354 0.000 -0.015 0.013
H -1.5467 4.9501 0.7799 0.009 -0.034 -0.015
C -3.4558 -2.0011 -1.3895 0.034 0.068 -0.117
C -2.2931 -1.1072 -1.6276 -0.072 0.012 0.010
O -1.5612 -0.8446 -0.6177 0.009 -0.131 0.131
C -2.0002 -0.5490 -2.9223 -0.236 -0.193 0.178
C -2.9139 -0.6727 -3.9787 -0.034 0.024 -0.213
C -2.6331 -0.1124 -5.2129 -0.025 -0.057 0.113
C -1.4301 0.5552 -5.4144 0.128 0.070 -0.049
C -0.4862 0.6755 -4.3930 -0.055 -0.080 -0.270
C -0.7972 0.1278 -3.1786 0.546 -0.070 0.642
O 0.1311 0.2465 -2.1469 -0.574 0.394 -0.652
H -3.4719 -2.3364 -0.3576 0.004 -0.019 0.016
H -3.4134 -2.8589 -2.0646 -0.038 -0.001 0.017
H -4.3850 -1.4666 -1.6065 0.002 -0.030 0.003
H -3.8491 -1.1949 -3.8303 0.004 0.009 -0.009
H -3.3459 -0.1983 -6.0208 -0.005 -0.002 -0.004
H -1.2093 0.9858 -6.3828 -0.019 -0.007 0.000
H 0.4655 1.1645 -4.5510 -0.023 0.021 0.012
```
Forces are in eV/Å.

Its multiplicity is 1. As for the total charge: +3. The calculation puts the total energy at -2052.07207 a.u. Its HOMO energy (alpha / beta) is -17.60 / -17.60 eV. As for the orbital gap (alpha / beta): 6.207 / 5.463 eV.

=====

Here is a single C8H3Cl4N3 molecule in a non-equilibrium geometry from OMol25. Energies are from ωB97M-V/def2-TZVPD.

```
18
Properties=species:S:1:pos:R:3:forces:R:3
H -2.5415 0.7605 -0.9563 0.290 0.188 0.466
N -1.7710 0.7122 -1.6063 2.254 -0.250 -0.313
C -0.5775 0.6538 -1.0922 -3.858 -0.007 -2.019
N 0.5823 0.4831 -1.8803 -1.647 0.218 1.637
C 1.5141 0.3593 -0.9923 1.907 0.378 -2.762
N 2.7631 0.2470 -1.5315 -0.175 -0.067 0.668
C 1.0933 0.4505 0.3986 0.512 0.162 1.383
C 1.7593 0.3733 1.6206 -0.738 -0.352 0.617
Cl 3.4690 0.1001 1.6078 -0.230 0.076 0.337
C 1.0015 0.4237 2.8300 0.299 0.265 -0.970
Cl 1.8335 0.2639 4.3345 -0.404 0.065 -0.271
C -0.4061 0.6363 2.7691 -0.054 0.024 0.186
Cl -1.4174 0.7642 4.1978 0.999 -0.174 -0.482
C -1.0442 0.7566 1.5368 0.285 -0.067 -1.870
Cl -2.8045 0.9495 1.4375 1.261 -0.060 0.171
C -0.2566 0.6758 0.3311 -1.252 -0.201 2.578
H 2.7772 0.4677 -2.5301 0.186 -0.166 0.736
H 3.5508 0.4478 -0.9499 0.364 -0.029 -0.092
```
Forces are in eV/Å.

Its multiplicity is 1. As for the total charge: 0. The calculation puts the total energy at -2311.69729 a.u. Its HOMO energy is -9.24 eV. As for the orbital gap: 8.392 eV.